Arrangement i

{"formula": "C5H12N2O", "method": "ωB97M-V/def2-TZVPD", "total_charge": 0, "e_lumo_ev": 0.5, "elements": ["O", "N", "N", "C", "C", "C", "C", "C", "H", "H", "H", "H", "H", "H", "H", "H", "H", "H", "H", "H"], "coordinates": [[-0.734, 1.101, -0.878], [-1.876, 0.606, 1.548], [-1.397, -0.542, 0.848], [1.937, -0.318, -0.779], [-0.637, -0.167, -0.417], [0.766, 0.263, -0.064], [-0.849, -1.255, -1.456], [1.073, 1.214, 1.030], [0.278, 1.251, 1.791], [1.743, -1.292, -1.224], [2.805, -0.413, -0.121], [-0.577, -2.246, -1.079], [2.221, 0.373, -1.585], [-0.824, -1.121, 1.467], [-1.903, -1.238, -1.734], [-2.730, 0.348, 2.039], [-2.144, 1.276, 0.820], [1.107, 2.227, 0.624], [2.014, 0.989, 1.534], [-0.273, -1.056, -2.363]], "mulliken_charge": [-0.73, -0.57, -0.37, -1.47, 1.75, 0.33, -1.67, -1.38, 0.41, 0.36, 0.43, 0.32, 0.31, 0.31, 0.38, 0.26, 0.22, 0.27, 0.44, 0.41]}

=====

Arrangement ii

{"formula": "C5H12N2O", "method": "ωB97M-V/def2-TZVPD", "smiles": "CC[C@H](C)/N=C(/[NH3+])[O-]", "total_charge": 0, "e_lumo_ev": 0.7, "elements": ["O", "N", "N", "C", "C", "C", "C", "C", "H", "H", "H", "H", "H", "H", "H", "H", "H", "H", "H", "H"], "coordinates": [[0.255, 1.462, 2.291], [-0.841, -0.787, 2.718], [0.112, -0.339, 0.735], [-0.284, 0.171, -1.632], [1.862, -0.934, -0.853], [0.012, 0.411, 1.780], [0.754, 0.061, -0.506], [-1.356, 1.223, -1.357], [-1.910, 0.985, -0.448], [2.601, -0.977, -0.053], [-0.312, -1.063, 3.540], [1.443, -1.932, -0.994], [2.370, -0.639, -1.772], [-2.066, 1.282, -2.183], [-0.908, 2.211, -1.226], [-0.749, -0.809, -1.772], [1.204, 1.052, -0.356], [0.242, 0.413, -2.560], [-0.661, -1.319, 1.665], [-1.768, -0.473, 2.985]], "mulliken_charge": [-0.57, -0.51, -0.46, -0.57, -1.56, 0.42, 0.37, -1.21, 0.26, 0.37, 0.26, 0.33, 0.40, 0.38, 0.31, 0.32, 0.37, 0.33, 0.49, 0.26]}

=====

Which structure is the most stable? The one labeled arrangement ii.

=====

Arrangement i

{"formula": "C5H12N2O", "method": "ωB97M-V/def2-TZVPD", "smiles": "C=C/N=C(/C)O.CN", "total_charge": 0, "e_lumo_ev": 0.7, "elements": ["O", "N", "N", "C", "C", "C", "C", "C", "H", "H", "H", "H", "H", "H", "H", "H", "H", "H", "H", "H"], "coordinates": [[-0.273, -0.876, -1.681], [1.397, 0.656, -0.178], [-1.141, 0.187, 0.232], [-2.257, 0.662, -0.425], [2.588, 0.470, 0.640], [-2.998, 1.657, 0.062], [-0.322, -0.677, -0.312], [0.131, -1.861, 0.500], [2.290, 0.106, 1.622], [3.160, 1.396, 0.772], [0.618, 1.194, 0.321], [1.174, -2.081, 0.288], [-3.825, 2.068, -0.495], [-2.792, 2.090, 1.029], [-0.475, -2.733, 0.254], [0.041, -1.643, 1.557], [3.237, -0.274, 0.175], [1.617, 1.040, -1.092], [0.338, -1.594, -1.883], [-2.509, 0.215, -1.386]], "mulliken_charge": [-0.56, -0.44, -0.73, -0.05, -0.91, -0.72, 1.32, -1.51, 0.30, 0.32, 0.31, 0.38, 0.25, 0.29, 0.39, 0.31, 0.31, 0.20, 0.32, 0.24]}

=====

Arrangement ii

{"formula": "C5H12N2O", "method": "ωB97M-V/def2-TZVPD", "smiles": "C[C@H](C=O)NCCN", "total_charge": 0, "e_lumo_ev": 0.8, "elements": ["O", "N", "N", "C", "C", "C", "C", "C", "H", "H", "H", "H", "H", "H", "H", "H", "H", "H", "H", "H"], "coordinates": [[1.370, -0.390, -2.723], [0.546, 0.083, 0.728], [-1.500, 1.988, -0.085], [0.611, -0.822, -0.412], [0.892, -0.035, -1.676], [-1.947, 0.755, 0.581], [1.836, -1.798, -0.253], [-0.717, 0.178, 1.427], [-0.253, -1.479, -0.430], [-2.747, 1.080, 1.258], [0.982, 0.989, 0.689], [1.695, -2.476, -1.098], [0.712, 1.037, -1.557], [-0.964, -0.847, 1.748], [-1.183, 1.807, -1.019], [-0.857, 2.613, 0.371], [-2.344, 0.045, -0.155], [-0.756, 0.742, 2.359], [2.749, -1.232, -0.488], [1.874, -2.238, 0.737]], "mulliken_charge": [-0.49, -0.28, -0.58, 0.31, -0.08, -0.40, -1.38, -0.85, 0.35, 0.30, 0.31, 0.38, 0.29, 0.31, 0.23, 0.24, 0.30, 0.40, 0.29, 0.38]}

=====

Which structure is the most stable? The one labeled arrangement ii.

=====

Arrangement i

{"formula": "C5H10NS", "method": "ωB97M-V/def2-TZVPD", "total_charge": 1, "e_lumo_ev": -6.2, "elements": ["S", "N", "C", "C", "C", "C", "C", "H", "H", "H", "H", "H", "H", "H", "H", "H", "H"], "coordinates": [[3.401, 0.421, -0.553], [-0.270, -0.294, 0.937], [0.942, -0.158, -0.074], [-1.954, 0.965, -0.741], [-0.060, -1.327, 0.012], [-1.403, 0.619, 0.715], [2.189, -0.373, 0.395], [4.553, -0.035, 0.065], [-2.253, -0.008, 1.111], [-0.863, -1.656, -0.589], [2.192, -0.996, 1.257], [-2.824, 1.667, -0.660], [0.728, 0.485, -1.013], [0.500, -2.209, 0.473], [-1.222, 1.375, -1.473], [-2.261, 0.019, -1.140], [-1.395, 1.505, 1.277]], "mulliken_charge": [-0.07, -0.15, 0.13, -0.98, -0.42, -0.46, -0.07, 0.23, 0.30, 0.32, 0.42, 0.33, 0.24, 0.19, 0.30, 0.32, 0.38]}

=====

Arrangement ii

{"formula": "C5H10NS", "method": "ωB97M-V/def2-TZVPD", "total_charge": 1, "e_lumo_ev": -3.5, "elements": ["S", "N", "C", "C", "C", "C", "C", "H", "H", "H", "H", "H", "H", "H", "H", "H", "H"], "coordinates": [[-2.298, -0.320, 0.628], [0.416, -0.033, 1.005], [1.726, 0.690, 0.759], [-2.120, 1.021, -0.589], [-0.080, -1.660, -0.832], [-0.533, -0.390, -0.135], [-0.859, 0.838, -0.906], [-2.899, 1.803, -0.819], [1.489, 1.453, -0.111], [0.982, -1.407, -1.291], [2.617, -0.007, 0.720], [-0.144, 1.577, -1.426], [-0.150, 0.588, 1.688], [0.654, -0.878, 1.528], [-0.108, -2.559, -0.193], [2.104, 1.168, 1.674], [-0.797, -1.884, -1.700]], "mulliken_charge": [-0.11, -0.19, -0.67, -0.22, -1.17, 0.73, -0.91, 0.39, 0.22, 0.32, 0.31, 0.31, 0.48, 0.38, 0.40, 0.38, 0.34]}

=====

Which structure is the most stable? The one labeled arrangement ii.

=====

Arrangement i

{"formula": "C5H10NS", "method": "ωB97M-V/def2-TZVPD", "smiles": "C[NH2+][C@]1(C)C=CS1", "total_charge": 1, "e_lumo_ev": -3.5, "elements": ["S", "N", "C", "C", "C", "C", "C", "H", "H", "H", "H", "H", "H", "H", "H", "H", "H"], "coordinates": [[-2.642, -0.412, -0.352], [-0.401, 0.666, 0.929], [-0.525, -0.016, -1.525], [-1.831, -0.044, -1.920], [0.825, 1.429, 0.604], [-0.746, -0.506, -0.061], [-0.121, -1.886, 0.269], [-0.811, -2.169, 1.074], [0.986, -1.955, 0.357], [-1.295, 1.122, 1.053], [1.671, 0.801, 0.901], [0.810, 2.399, 1.050], [-0.357, -2.418, -0.731], [-0.333, 0.363, 1.893], [-2.242, 0.007, -2.879], [0.766, 1.636, -0.514], [0.496, -0.006, -2.082]], "mulliken_charge": [-0.12, -0.15, -0.80, -0.38, -0.72, 0.45, -0.97, 0.37, 0.36, 0.45, 0.31, 0.38, 0.30, 0.35, 0.48, 0.32, 0.37]}

=====

Arrangement ii

{"formula": "C5H10NS", "method": "ωB97M-V/def2-TZVPD", "total_charge": 1, "e_lumo_ev": -3.6, "elements": ["S", "N", "C", "C", "C", "C", "C", "H", "H", "H", "H", "H", "H", "H", "H", "H", "H"], "coordinates": [[-0.794, -1.629, 1.223], [0.117, -0.177, -1.170], [0.463, 0.399, 1.383], [1.534, -0.640, -1.133], [0.422, -0.699, 2.188], [-1.906, 1.052, -0.066], [-0.422, -0.064, 0.275], [-0.205, 0.676, -1.777], [0.920, -1.174, 3.025], [-2.342, 0.636, -0.874], [2.158, 0.083, -0.603], [-2.640, 1.254, 0.764], [0.835, 1.489, 1.293], [1.553, -1.562, -0.618], [2.076, -0.706, -2.077], [-0.458, -0.961, -1.591], [-1.310, 2.024, -0.242]], "mulliken_charge": [-0.09, -0.22, -0.94, -0.83, -0.22, -1.06, 0.50, 0.46, 0.43, 0.45, 0.38, 0.32, 0.34, 0.37, 0.35, 0.41, 0.36]}

=====

Which structure is the most stable? The one labeled arrangement i.

=====

Arrangement i

{"formula": "C5H10NS", "method": "ωB97M-V/def2-TZVPD", "smiles": "[NH2+]=CCC/C=C/S", "total_charge": 1, "e_lumo_ev": -5.2, "elements": ["S", "N", "C", "C", "C", "C", "C", "H", "H", "H", "H", "H", "H", "H", "H", "H", "H"], "coordinates": [[3.738, -0.054, 0.396], [-1.742, -1.658, -0.624], [1.136, 0.760, 0.385], [-1.871, -0.883, 0.451], [2.136, 0.310, -0.399], [-1.350, 0.470, 0.695], [-0.206, 0.972, -0.226], [-2.591, -1.301, 1.189], [-1.294, 0.564, 1.847], [1.402, 1.036, 1.443], [-0.228, 2.055, -0.473], [4.487, -0.432, -0.590], [-2.168, 1.298, 0.812], [-2.030, -2.650, -0.575], [-1.424, -1.302, -1.617], [2.204, 0.243, -1.460], [-0.198, 0.572, -1.255]], "mulliken_charge": [-0.20, -0.27, -0.27, 0.05, -0.33, -0.55, -0.57, 0.35, 0.41, 0.29, 0.33, 0.14, 0.43, 0.29, 0.31, 0.33, 0.27]}

=====

Arrangement ii

{"formula": "C5H10NS", "method": "ωB97M-V/def2-TZVPD", "total_charge": 1, "e_lumo_ev": [-4.5, -4.5], "elements": ["S", "N", "C", "C", "C", "C", "C", "H", "H", "H", "H", "H", "H", "H", "H", "H", "H"], "coordinates": [[3.359, -0.524, 0.012], [-1.431, -2.063, 0.023], [-1.246, -0.817, -0.284], [1.242, 1.182, 0.200], [-0.185, 1.443, -0.338], [-1.218, 0.430, 0.435], [1.733, -0.231, 0.136], [1.878, 1.790, -0.432], [-1.347, -0.608, -1.389], [1.340, 1.587, 1.178], [-1.364, -2.495, 0.932], [3.270, -1.866, -0.153], [-1.938, -2.795, -0.583], [-0.563, 2.498, -0.181], [-0.994, 0.407, 1.532], [-2.166, 0.970, 0.283], [-0.370, 1.090, -1.369]], "mulliken_charge": [-0.07, -0.28, -0.03, -0.62, -0.78, -0.27, -0.17, 0.41, 0.29, 0.43, 0.26, 0.18, 0.31, 0.37, 0.32, 0.29, 0.34]}

=====

Which structure is the most stable? The one labeled arrangement i.

=====

Arrangement i

{"formula": "C5H10O", "method": "ωB97M-V/def2-TZVPD", "total_charge": 0, "e_lumo_ev": -0.5, "elements": ["O", "C", "C", "C", "C", "C", "H", "H", "H", "H", "H", "H", "H", "H", "H", "H"], "coordinates": [[-0.956, 0.978, -2.558], [-0.547, 1.345, 0.636], [0.093, 0.893, -0.501], [-0.641, 0.063, -1.718], [0.205, -1.436, 0.887], [0.854, -0.080, 0.668], [-0.333, 2.307, 1.100], [1.771, -0.160, 0.073], [1.185, 0.363, 1.617], [-0.130, -1.875, -0.055], [-0.647, -1.386, 1.572], [0.132, -0.706, -2.007], [0.827, 1.570, -0.935], [-1.460, -0.496, -1.187], [-1.328, 0.741, 1.095], [0.946, -2.108, 1.331]], "mulliken_charge": [-0.72, -0.78, 0.31, -0.35, -1.16, -0.52, 0.31, 0.40, 0.42, 0.30, 0.33, 0.18, 0.43, 0.20, 0.28, 0.36]}

=====

Arrangement ii

{"formula": "C5H10O", "method": "ωB97M-V/def2-TZVPD", "smiles": "C[C@H]1CC[C@H]1O", "total_charge": 0, "e_lumo_ev": 0.9, "elements": ["O", "C", "C", "C", "C", "C", "H", "H", "H", "H", "H", "H", "H", "H", "H", "H"], "coordinates": [[-0.742, 1.674, 0.852], [-0.544, 0.420, -1.608], [1.115, -0.055, 0.944], [-0.402, 0.307, 0.942], [0.751, -1.211, -0.023], [-0.545, -0.499, -0.390], [-0.928, -0.157, 1.789], [0.518, -2.096, 0.581], [1.705, 0.757, 0.506], [-1.305, -1.264, -0.579], [-0.003, 1.358, -1.455], [-0.141, -0.095, -2.488], [-1.583, 0.693, -1.819], [1.294, -1.560, -0.906], [1.554, -0.322, 1.914], [-0.745, 2.050, 1.742]], "mulliken_charge": [-0.54, -1.34, -0.71, -0.16, -0.63, 0.20, 0.36, 0.24, 0.25, 0.34, 0.33, 0.36, 0.32, 0.34, 0.33, 0.30]}

=====

Which structure is the most stable? The one labeled arrangement ii.